No. 1
Below is a structure of composition C9H21BrI2NbO8P2S in a non-equilibrium geometry, with properties calculated with ωB97M-V/def2-TZVPD.

Structure (XYZ):
```
45
Properties=species:S:1:pos:R:3:forces:R:3
C 1.0431 -3.0963 -1.8597 -0.2 0.3 -0.5
C 0.0995 -1.9271 -1.5847 0.8 -0.4 0.3
Br -1.7336 -2.6321 -1.4931 -0.2 0.0 -0.3
C 0.4772 -1.2079 -0.3008 0.6 -0.2 -0.6
Nb 1.4565 0.7807 -0.6067 1.0 0.4 0.1
C 2.6464 2.5671 -1.4176 0.5 -0.9 -0.5
C 4.0930 2.6073 -1.3639 0.8 1.3 0.7
O 4.8011 3.4043 -0.8291 -0.4 -0.7 -0.2
I 5.1582 0.9962 -2.4537 0.0 -0.2 -0.2
P 3.1875 0.3184 1.1934 -1.1 0.4 0.0
O 3.5984 1.6865 1.9626 0.5 -0.5 0.2
I 2.4741 -1.1848 2.9764 0.2 -0.1 0.0
P 0.1371 2.0429 1.2665 -0.6 -0.3 -0.3
O 0.8707 3.3070 1.4689 0.6 0.3 -0.1
O -1.4134 2.3724 0.9656 -0.2 0.1 0.4
O 0.0772 1.2463 2.6815 0.1 0.2 0.1
S -0.5360 1.5484 -2.0632 -0.2 0.3 0.7
C -0.2200 1.1136 -3.7886 0.1 -0.3 0.3
O -0.6031 3.0025 -2.0545 0.2 0.5 -0.2
O -1.7644 0.8500 -1.7048 -0.3 -0.5 0.0
H 0.6542 -4.0224 -1.4699 0.0 -0.3 0.4
H 2.0182 -2.8737 -1.4516 0.3 0.0 0.2
H 1.1738 -3.2233 -2.9265 0.0 -0.2 -0.3
H 0.1456 -1.2921 -2.4490 -0.6 0.3 -0.2
H 1.0639 -1.9150 0.2731 0.1 -0.1 0.5
H -0.4070 -0.9716 0.2826 -0.1 0.4 0.2
H 2.1864 -0.1283 -2.0166 -0.8 0.1 -0.1
H 2.2510 3.4582 -0.9465 -0.2 0.2 0.4
H 2.3949 2.5952 -2.4752 -0.3 -0.3 -0.3
H 3.0411 1.8127 2.7390 -0.3 0.5 0.0
H -1.9657 1.5886 1.0464 -0.2 -0.1 -0.3
H -0.5594 0.5223 2.6605 -0.2 -0.3 0.1
H 0.6379 0.4610 -3.8423 0.3 -0.1 -0.1
H -1.0910 0.5810 -4.1361 -0.4 -0.1 -0.2
H -0.0477 2.0295 -4.3275 0.0 0.3 -0.2
C -3.8261 -1.0204 3.9076 0.2 0.1 0.0
C -3.0241 -1.3212 2.6650 -0.2 -0.1 0.0
O -2.0317 -0.6864 2.3899 0.2 0.1 -0.1
C -3.5060 -2.4340 1.7756 0.2 0.1 0.0
H -3.3688 -0.1971 4.4499 0.0 0.0 0.0
H -4.8465 -0.7499 3.6331 0.0 -0.1 0.0
H -3.8620 -1.9022 4.5489 -0.1 0.0 0.0
H -4.5121 -2.2063 1.4181 0.0 -0.1 0.1
H -3.5356 -3.3744 2.3299 -0.1 0.0 0.0
H -2.8330 -2.5256 0.9271 -0.1 0.0 0.0
```
Forces are in eV/Å.

Its HOMO energy is -0.199 Ha. The spin multiplicity is 1. The value obtained for the gap between HOMO and LUMO is 0.2354 hartree. Its calculated total energy is -143262.216 eV. As for the maximum force: 1.66 eV Å⁻¹. As for the charge: -1.

No. 2
Below is a cluster of 2 separate species, C3H11NOP in total in a non-equilibrium geometry, with properties calculated with ωB97M-V/def2-TZVPD.

Structure (XYZ):
```
17
Properties=species:S:1:pos:R:3:forces:R:3
C -1.9079 1.1300 -0.1633 4.3 -3.5 -0.2
C 1.1705 -1.7627 -0.1971 1.4 -2.2 1.4
C 0.0211 0.4003 -0.1181 -3.1 3.3 1.2
N 0.0120 -1.0274 -0.5323 -4.1 0.3 -2.9
O 0.8314 1.0994 -1.0560 -3.6 -2.4 -0.8
P 0.7400 0.6441 1.6420 0.5 -1.8 -0.2
H -1.8621 1.5986 -1.0697 0.0 1.4 -2.3
H -2.0452 1.7642 0.6448 -0.1 0.8 1.6
H -2.4763 0.2321 -0.2498 -0.7 -0.4 0.4
H 1.9476 -1.0223 -0.1864 0.9 -0.3 0.3
H 1.0198 -2.3131 0.7800 0.5 1.0 -1.0
H 1.3433 -2.5064 -0.9649 0.2 -0.1 -0.1
H -0.8873 -1.5638 -0.2535 1.6 1.4 -0.5
H -0.0202 -0.9108 -1.6146 -0.2 -0.5 2.0
H 1.5231 1.3804 -0.5439 3.2 1.7 1.4
H -0.4077 0.8856 2.3372 -1.1 0.0 0.4
H 0.9980 1.9718 1.5455 0.2 1.3 -0.5
```
Forces are in eV/Å.

Its HOMO energy is -0.498 Ha. The spin multiplicity is 1. The value obtained for the gap between HOMO and LUMO is 0.3693 hartree. Its calculated total energy is -16105.689 eV. As for the maximum force: 5.49 eV Å⁻¹. As for the charge: +1.

No. 3
Below is an isolated molecule of CH2N4O3 in a non-equilibrium geometry, with properties calculated with ωB97M-V/def2-TZVPD.

Structure (XYZ):
```
10
Properties=species:S:1:pos:R:3:forces:R:3
C 1.2007 1.8119 -0.2939 -3.9 -5.1 -1.1
N 1.5321 2.8666 0.0132 2.2 5.2 1.3
N -0.1550 -0.1682 -0.2914 1.5 1.1 -2.4
N 0.9892 0.5671 -0.5910 -1.8 3.1 2.0
N 3.1559 -0.4264 0.2007 -3.6 -1.2 -1.1
O 2.8054 0.0294 1.1997 0.1 1.9 3.6
O 3.9452 -1.1018 -0.2607 5.2 -2.1 -1.1
O 2.1458 -0.1347 -0.9593 0.4 -1.6 -2.2
H -0.0476 -0.9159 -0.9441 -0.5 -1.3 0.2
H -0.3943 -0.3840 0.6522 0.4 0.2 0.8
```
Forces are in eV/Å.

Its HOMO energy (alpha / beta) is -0.172 / -0.429 Ha. The spin multiplicity is 3. The value obtained for the gap between HOMO and LUMO (alpha / beta) is 0.1810 / 0.3025 hartree. Its calculated total energy is -13159.458 eV. Its expectation value of S² is 2.03. As for the maximum force: 6.52 eV Å⁻¹. As for the charge: 0.

No. 4
Below is a structure of composition C31H31BrN7O8V in a non-equilibrium geometry, with properties calculated with ωB97M-V/def2-TZVPD.

Structure (XYZ):
```
79
Properties=species:S:1:pos:R:3:forces:R:3
V -0.7433 1.1713 -0.0821 -1.1 -0.3 -0.8
C 0.9094 1.4807 3.9646 0.0 0.0 0.0
O 0.1816 0.7208 2.9986 0.0 -0.1 0.1
C 0.4635 -0.6040 2.9046 0.0 0.0 0.0
C 1.3577 -1.2888 3.7115 0.0 0.0 0.0
C 1.5435 -2.6566 3.5295 -0.1 0.0 -0.1
Br 2.7706 -3.5665 4.6313 0.0 0.0 0.0
C 0.8426 -3.3532 2.5671 0.1 0.0 0.1
C -0.0538 -2.6675 1.7463 0.1 -0.1 0.0
C -0.2158 -1.2986 1.9017 0.1 0.4 0.0
O -1.0514 -0.6092 1.0494 0.5 1.3 0.8
C -0.8495 -3.3160 0.7119 0.1 -0.2 0.1
N -1.7212 -2.6332 -0.0063 -0.1 -0.8 -0.3
C -2.2939 -3.5411 -0.8853 0.0 -0.2 -0.1
C -3.2580 -3.3664 -1.8763 0.0 0.0 0.0
C -3.6184 -4.4742 -2.6122 0.0 0.0 0.0
C -3.0409 -5.7326 -2.3779 0.0 0.0 0.0
C -2.0852 -5.9218 -1.4018 0.0 0.0 0.0
C -1.7261 -4.8009 -0.6634 -0.1 0.1 -0.1
N -0.8146 -4.6226 0.3644 0.0 0.3 0.0
H 0.7276 1.1056 4.9730 0.0 0.0 0.0
H 0.5417 2.5003 3.8841 0.0 0.0 0.0
H 1.9788 1.4626 3.7452 0.0 0.0 0.0
H 1.9144 -0.7776 4.4829 0.0 0.0 0.0
H 1.0007 -4.4162 2.4607 0.0 0.0 0.0
H -1.5168 -1.3411 0.4804 -0.5 -0.5 -0.5
H -3.7064 -2.4006 -2.0714 0.0 0.0 0.0
H -4.3597 -4.3760 -3.3932 0.0 0.0 0.0
H -3.3520 -6.5731 -2.9828 0.0 0.0 0.0
H -1.6374 -6.8908 -1.2286 0.0 0.0 0.0
H -0.2240 -5.3314 0.7629 0.0 0.0 0.0
N -2.1096 1.9776 1.3563 0.0 0.0 -0.1
C -2.9082 3.1961 1.0458 0.0 0.0 0.0
C -4.2759 2.8302 0.4982 0.0 0.0 0.0
C -4.2835 2.0502 -0.8159 0.0 0.0 0.0
C -3.9483 0.5582 -0.7098 0.0 0.0 0.0
N -2.5385 0.2644 -1.0804 0.1 0.0 0.0
H -2.7177 1.2477 1.7198 0.0 0.0 0.0
H -1.4605 2.1665 2.1167 0.0 0.0 0.0
H -2.3406 3.7901 0.3288 0.0 0.0 0.0
H -3.0287 3.7815 1.9589 0.0 0.0 0.0
H -4.8298 3.7595 0.3595 0.0 0.0 0.0
H -4.8253 2.2682 1.2624 0.0 0.0 0.0
H -3.6004 2.5218 -1.5277 0.0 0.0 0.0
H -5.2790 2.1390 -1.2500 0.0 0.0 0.0
H -4.6004 -0.0110 -1.3750 0.0 0.0 0.0
H -4.1222 0.1723 0.2977 0.0 0.0 0.0
H -2.3990 0.6151 -2.0240 0.0 0.0 -0.1
H -2.4213 -0.7460 -1.1582 0.0 0.1 0.0
O 3.8620 -1.6705 -4.3353 -0.4 -0.2 0.1
C 2.7912 -1.2007 -4.7462 0.3 0.8 -0.1
O 2.3337 -0.9528 -5.8698 -0.1 -0.3 0.3
C 1.8657 -0.6858 -3.5945 0.1 -0.4 -0.3
C 1.7294 -1.4223 -2.4199 0.0 0.1 0.1
C 0.8975 -0.9721 -1.4209 0.1 -0.1 0.0
N 0.2257 0.1851 -1.5337 0.0 -0.1 0.0
C 0.3654 0.9174 -2.6628 0.1 0.2 -0.2
C 1.1497 0.5096 -3.7118 -0.1 0.0 0.0
C -0.4009 2.2108 -2.6418 0.0 0.1 -0.3
O -0.4974 2.9630 -3.5665 0.1 -0.1 0.2
O -1.0139 2.4188 -1.4586 0.0 -0.2 0.4
H 2.3136 -2.3254 -2.3033 0.0 0.0 0.0
H 0.7782 -1.5117 -0.4917 0.1 0.0 0.0
H 1.2077 1.0938 -4.6208 0.0 0.0 0.0
O 0.5703 1.9510 0.5627 0.7 0.5 0.7
N 1.6237 2.7490 0.8045 -0.2 0.2 0.0
N 2.6786 2.0323 0.6617 0.3 -0.1 0.1
O 2.6698 0.8310 0.4242 0.2 -0.1 0.0
C 3.9375 2.7555 0.8215 0.0 -0.1 0.0
C 5.0698 1.9924 1.0564 0.0 0.0 0.0
C 6.2809 2.6496 1.1969 0.0 0.0 0.0
C 6.3397 4.0324 1.0931 0.0 0.0 0.0
C 5.1910 4.7722 0.8454 0.0 0.0 0.0
C 3.9681 4.1380 0.7039 0.1 -0.1 0.0
H 4.9978 0.9161 1.1101 0.0 0.0 0.0
H 7.1804 2.0782 1.3772 0.0 0.0 0.0
H 7.2906 4.5380 1.1935 0.0 0.0 0.0
H 5.2479 5.8473 0.7472 0.0 0.0 0.0
H 3.0718 4.6969 0.4877 0.0 0.0 0.0
```
Forces are in eV/Å.

Its HOMO energy (alpha / beta) is -0.360 / -0.360 Ha. The spin multiplicity is 2. The value obtained for the gap between HOMO and LUMO (alpha / beta) is 0.1742 / 0.1977 hartree. Its calculated total energy is -155184.183 eV. Its expectation value of S² is 0.77. As for the maximum force: 1.59 eV Å⁻¹. As for the charge: +1.

No. 5
Below is a structure of composition C17H40NOP3Sn in a non-equilibrium geometry, with properties calculated with ωB97M-V/def2-TZVPD.

Structure (XYZ):
```
63
Properties=species:S:1:pos:R:3:forces:R:3
Sn 0.8197 -0.6262 0.6725 -1.8 2.2 0.3
P 1.6749 1.8832 -0.2429 0.5 1.2 -0.6
P -0.7144 0.8013 2.6184 0.3 -0.8 1.3
P -2.1291 0.9690 -0.7589 -2.1 -0.4 -0.1
H 2.7299 -3.2090 1.0451 1.0 -0.4 -0.9
C 3.1812 -3.3093 0.0198 0.0 -1.0 0.4
C 4.0777 -2.4799 -0.5309 0.1 1.2 0.0
H 4.6745 -1.7395 0.0249 -0.6 0.0 -0.1
C 3.4207 2.3860 0.0521 0.3 -0.8 0.5
C 0.7909 3.3314 0.4254 -0.6 -0.4 0.6
C 1.5090 2.1509 -2.0215 -0.3 -0.7 -0.5
C -1.6824 -0.5288 3.4167 0.0 -0.2 -0.2
C 0.3507 1.2757 4.0226 0.2 0.1 -0.1
C -1.8719 2.2065 2.7001 0.0 0.3 -0.9
C -2.5775 0.6282 -2.5361 0.7 -0.3 -0.3
C -3.4794 2.2069 -0.4429 0.2 0.5 0.4
C -2.9654 -0.4119 0.1618 0.5 -0.4 0.0
H 3.0679 -4.2832 -0.5048 -0.8 0.8 0.3
H 4.2516 -2.4482 -1.6062 0.5 -0.7 0.3
H 4.1093 1.5498 -0.1153 0.0 0.2 0.0
H 3.5741 2.7598 1.0710 -0.1 -0.1 -0.1
H 3.7122 3.1900 -0.6351 -0.4 -0.1 0.0
H 0.9174 3.4213 1.5121 0.0 0.0 -0.2
H -0.2781 3.2853 0.1872 0.2 0.0 0.1
H 1.2027 4.2357 -0.0411 0.2 -0.3 0.0
H 1.8864 1.2878 -2.5762 0.0 0.1 0.0
H 2.0840 3.0296 -2.3228 0.0 0.0 0.2
H 0.4672 2.3177 -2.2980 0.0 -0.1 0.1
H -2.3568 -0.0313 4.1255 0.1 -0.3 -0.1
H -1.0123 -1.1942 3.9731 -0.2 0.1 -0.1
H -2.2810 -1.1131 2.7121 0.1 0.0 0.3
H -0.3703 1.6155 4.7789 0.4 0.0 0.1
H 1.0047 2.1207 3.7643 -0.1 -0.2 0.2
H 0.9191 0.4333 4.4380 -0.1 0.2 -0.1
H -2.3666 2.1110 3.6763 0.1 0.0 -0.2
H -2.6166 2.1501 1.8971 0.2 0.2 0.4
H -1.3236 3.1585 2.6586 -0.3 -0.3 -0.1
H -3.2585 1.4191 -2.9031 0.5 -0.5 0.1
H -3.0460 -0.3635 -2.7035 0.2 0.5 0.4
H -1.6363 0.6467 -3.0998 -0.4 0.1 -0.2
H -4.2629 2.1000 -1.2064 0.3 -0.1 0.2
H -3.0795 3.2207 -0.5191 -0.2 0.1 0.0
H -3.9669 2.0832 0.5414 0.3 0.0 -0.5
H -3.8696 -0.6626 -0.4039 0.0 0.0 0.3
H -3.2291 -0.1581 1.2037 0.0 0.1 -0.7
H -2.2974 -1.2949 0.2120 -0.6 0.2 -0.1
C 0.3998 -2.2791 -1.9171 2.7 1.7 2.1
C -0.2531 -3.4433 -1.4665 -1.2 -0.5 0.2
C -1.1227 -4.0655 -2.3476 -0.1 -0.3 2.0
C -1.1003 -3.7799 -3.7125 -0.1 0.1 -1.3
C -0.4422 -2.6466 -4.1451 0.5 1.0 -0.5
C 0.2093 -1.8394 -3.2391 -0.1 0.0 -2.7
O 1.2707 -1.5167 -1.2523 -1.5 -1.9 -1.1
H -0.6698 -1.7080 0.2791 1.6 0.9 1.0
H -0.2026 -3.7728 -0.4419 0.1 -0.1 0.1
H -1.8818 -4.7511 -1.9999 0.3 -0.5 0.2
H -1.5961 -4.4136 -4.4496 0.0 0.0 0.3
H -0.4281 -2.4140 -5.1946 -0.1 0.2 -0.3
H 0.7202 -0.9390 -3.5629 -0.1 -0.1 0.0
N 2.6470 -0.6444 2.0744 -0.8 -0.2 -0.3
H 2.6238 0.2416 2.6038 0.2 -0.4 -0.3
H 3.5451 -0.7495 1.5726 -0.4 0.0 0.5
H 2.5267 -1.4001 2.7566 0.5 0.1 0.0
```
Forces are in eV/Å.

Its HOMO energy (alpha / beta) is -0.761 / -0.730 Ha. The spin multiplicity is 1. The value obtained for the gap between HOMO and LUMO (alpha / beta) is 0.1511 / 0.1135 hartree. Its calculated total energy is -55465.542 eV. As for the maximum force: 3.81 eV Å⁻¹. As for the charge: +4.

No. 6
Below is an isolated molecule of C26H30N6O3S3 in a non-equilibrium geometry, with properties calculated with ωB97M-V/def2-TZVPD.

Structure (XYZ):
```
68
Properties=species:S:1:pos:R:3:forces:R:3
C -3.4447 -0.1253 2.5641 -0.2 0.0 0.0
H -2.8188 0.4899 1.9214 0.0 0.1 0.0
H -3.3624 0.2367 3.5860 0.1 0.0 0.1
H -3.0647 -1.1424 2.5291 0.1 -0.1 0.0
C -4.9086 -0.0797 2.1193 0.3 0.2 0.2
N -5.0762 -0.3822 0.7113 -0.2 -0.3 0.0
C -4.8634 0.5095 -0.2832 0.1 0.2 0.3
O -4.9315 0.2172 -1.4590 0.0 -0.1 -0.4
C -4.6018 1.9521 0.1468 0.3 0.2 -0.6
H -3.9452 2.0546 1.0043 -0.1 0.0 0.1
H -5.5593 2.4426 0.3300 0.0 0.0 0.1
S -3.8142 2.8675 -1.2116 -0.5 0.2 0.0
C -2.1635 2.5952 -0.7908 0.5 0.2 0.0
N -1.7616 1.9817 0.2633 -0.8 0.0 0.1
C -0.3992 1.9550 0.3413 0.9 0.3 -0.4
C 0.3531 1.3952 1.3673 -0.1 0.1 -0.3
C 1.7266 1.5010 1.3372 0.1 -0.1 0.2
C 2.3731 2.1513 0.2815 -0.4 0.0 0.0
C 1.6403 2.6818 -0.7751 0.1 0.0 0.1
C 0.2655 2.5921 -0.7293 -0.2 -0.2 0.2
S -0.9011 3.2322 -1.8509 -0.2 -0.1 0.4
H 2.1353 3.1627 -1.6044 0.1 0.1 -0.1
N 3.7654 2.3001 0.2285 0.0 0.3 -0.3
C 4.6663 2.1292 1.2287 0.2 0.3 -0.2
O 4.3987 1.8370 2.3727 0.0 -0.1 0.3
C 6.1064 2.2901 0.7605 0.0 -0.4 0.0
H 6.2135 2.8659 -0.1564 0.0 0.0 0.1
H 6.7189 2.7019 1.5604 -0.1 0.0 0.0
S 6.7724 0.6100 0.4706 0.2 0.2 0.0
C 5.5620 0.0728 -0.6629 0.2 -0.1 0.1
N 5.1210 0.7357 -1.7006 0.9 0.4 0.2
N 4.1536 0.0030 -2.2656 -0.8 -0.4 -0.6
C 4.0172 -1.0977 -1.5793 0.0 -0.2 0.2
N 4.8900 -1.1048 -0.5282 -0.1 0.7 -0.6
C 5.0301 -2.0815 0.5115 0.0 -0.5 0.4
H 4.0439 -2.4464 0.7971 0.1 0.0 0.0
H 5.5101 -1.6096 1.3692 -0.1 -0.1 0.0
H 5.6479 -2.9170 0.1751 0.0 0.0 0.1
C 3.0242 -2.1830 -1.8117 0.1 0.0 -0.2
H 2.7261 -2.1927 -2.8643 0.1 0.0 0.1
O 1.9090 -2.0423 -0.9576 -0.2 0.0 0.2
C 0.8250 -1.3150 -1.4005 -0.3 0.1 0.0
C 0.8284 -0.5076 -2.5269 0.3 -0.1 0.0
C -0.3518 0.0840 -2.9514 -0.1 -0.1 0.0
C -1.5230 -0.1068 -2.2452 0.0 0.0 -0.2
C -1.4984 -0.8472 -1.0752 0.1 -0.1 -0.1
C -0.3390 -1.4580 -0.6340 0.2 -0.1 0.0
C -0.2974 -2.2748 0.6207 0.1 0.0 -0.1
H -1.2688 -2.2860 1.1070 -0.1 0.0 0.1
H 0.4392 -1.8625 1.3087 0.1 0.0 0.1
H 0.0001 -3.2982 0.3949 0.0 -0.1 0.1
H -2.4057 -0.9535 -0.5008 -0.1 0.0 0.1
H -2.4533 0.3213 -2.5864 -0.1 0.1 0.0
H -0.3449 0.6949 -3.8416 0.0 0.0 -0.1
H 1.7406 -0.3227 -3.0726 0.1 0.0 0.0
H 3.4725 -3.1499 -1.5572 -0.1 0.1 -0.1
H 4.1230 2.5333 -0.6908 0.1 -0.2 0.3
H 2.3156 1.0964 2.1431 0.0 0.0 0.0
H -0.1461 0.8969 2.1825 -0.1 -0.1 0.1
C -5.5539 -1.7092 0.3562 -0.1 -0.2 -0.2
C -4.5893 -2.8359 0.7064 -0.2 0.2 0.0
H -3.6337 -2.6890 0.2105 0.1 0.0 0.0
H -5.0080 -3.7793 0.3654 0.0 -0.1 0.0
H -4.4292 -2.9038 1.7800 0.1 -0.1 0.1
H -6.5132 -1.8746 0.8615 0.0 0.0 -0.1
H -5.7227 -1.6969 -0.7224 -0.1 0.0 0.2
H -5.3359 0.9029 2.3390 0.0 -0.1 0.0
H -5.4846 -0.8181 2.6828 -0.1 0.1 -0.1
```
Forces are in eV/Å.

Its HOMO energy is -0.286 Ha. The spin multiplicity is 1. The value obtained for the gap between HOMO and LUMO is 0.3056 hartree. Its calculated total energy is -75039.218 eV. As for the maximum force: 1.09 eV Å⁻¹. As for the charge: 0.